The following is a quantum chemistry calculation of a cluster of 7 separate species, C42H42Cl6N2O4 in total in a non-equilibrium geometry, from the Open Molecules 2025 dataset.

Calculated values
Kohn-Sham gap: 8.3 eV
Charge: 0

Geometry as XYZ:
```
96
C42H42Cl6N2O4 ωB97M-V with the def2-TZVPD basis set
Cl 14.70965 -22.88642 -4.40174
C 14.99477 -24.42880 -5.49041
C 16.31340 -25.09913 -5.01843
Cl 17.67581 -24.09952 -4.85726
H 15.22492 -24.05738 -6.48900
H 14.16398 -25.12964 -5.40856
H 16.59412 -25.81549 -5.79052
H 16.17285 -25.65573 -4.09185
Cl 14.40628 -21.62708 -7.56797
C 15.76382 -20.49313 -7.20713
C 15.13650 -19.33566 -6.39342
Cl 13.85172 -18.35034 -7.19316
H 16.27205 -20.11302 -8.09331
H 16.49711 -21.08538 -6.65975
H 15.76255 -18.52159 -6.02812
H 14.53512 -19.80264 -5.61343
Cl 14.20761 -20.25230 0.48704
C 15.07548 -20.55162 -1.10156
C 14.23057 -20.19010 -2.29696
Cl 13.69053 -18.49372 -2.41844
H 15.36180 -21.60280 -1.13562
H 15.92664 -19.87176 -1.13904
H 13.32864 -20.80141 -2.32736
H 14.85575 -20.49460 -3.13632
C 9.72634 -19.86564 -6.76511
C 11.07066 -20.19729 -6.05692
C 11.29998 -21.63533 -5.65783
C 11.35551 -22.58495 -6.71715
N 11.34388 -23.33519 -7.63511
H 9.59912 -18.78310 -6.76902
H 8.87915 -20.35138 -6.28093
H 9.62885 -20.13357 -7.81716
H 11.34358 -19.48174 -5.28129
H 11.85738 -19.99406 -6.78348
H 10.50292 -21.89331 -4.96052
H 12.26843 -21.68603 -5.16020
C 15.25443 -26.90853 -0.80668
C 14.73655 -25.59020 -1.42459
C 13.85818 -24.75806 -0.42214
C 12.59021 -25.39343 -0.06053
N 11.62053 -25.92298 0.28013
H 14.35210 -27.46989 -0.56421
H 15.90749 -26.90512 0.06602
H 15.74648 -27.47074 -1.60034
H 14.13931 -25.75848 -2.32074
H 15.60607 -25.00938 -1.73229
H 13.56851 -23.87592 -0.99312
H 14.44727 -24.51465 0.46207
C 19.01804 -25.93604 -0.48412
C 18.74535 -25.10155 -1.58049
C 18.55228 -23.71876 -1.38574
C 18.73165 -23.21153 -0.07498
C 19.03772 -24.04852 1.06877
C 19.25340 -25.45608 0.83370
C 19.45844 -23.48033 2.41575
O 20.05746 -24.09601 3.30188
C 19.11770 -21.99996 2.60182
C 19.31985 -21.41914 3.91059
C 18.98392 -20.10285 4.14283
C 18.52860 -19.31380 3.10017
C 18.41539 -19.87573 1.80146
C 18.71777 -21.19079 1.52808
C 18.57075 -21.73989 0.07927
O 18.32696 -20.96715 -0.86644
H 19.14749 -26.97257 -0.75844
H 18.39441 -25.42511 -2.54928
H 18.50356 -23.12091 -2.28385
H 19.44014 -26.20940 1.58472
H 19.65211 -21.97236 4.77659
H 19.22399 -19.62659 5.08195
H 18.17141 -18.31746 3.31493
H 18.07585 -19.26723 0.97633
C 15.42982 -25.78732 -8.76232
C 14.15430 -26.17796 -8.36263
C 13.89572 -27.48146 -8.04270
C 14.89941 -28.43746 -8.04128
C 16.19557 -28.11863 -8.44518
C 16.46517 -26.74758 -8.77903
C 17.24023 -29.17486 -8.66545
O 18.42843 -28.88898 -8.91533
C 16.74760 -30.57512 -8.61124
C 17.69560 -31.56410 -9.00358
C 17.28546 -32.92553 -8.76203
C 15.98729 -33.20435 -8.39530
C 15.04046 -32.21380 -8.16273
C 15.44710 -30.91705 -8.15215
C 14.52670 -29.87969 -7.68787
O 13.38010 -30.09513 -7.28943
H 15.69824 -24.82255 -9.16677
H 13.37701 -25.42867 -8.39059
H 12.92448 -27.67588 -7.61225
H 17.48514 -26.58190 -9.09304
H 18.73103 -31.34940 -9.22312
H 18.04312 -33.69459 -8.79185
H 15.68517 -34.23026 -8.24484
H 14.02507 -32.50655 -7.93984
```

---

The following is a quantum chemistry calculation of a structure of composition C42H42Ge2N3O3PtS2SeSi in a non-equilibrium geometry, from the Open Molecules 2025 dataset.

Calculated values
Multiplicity: 2
Kohn-Sham gap (alpha / beta): 5.9 / 5.6 eV
Charge: -2

Geometry as XYZ:
```
97
C42H42Ge2N3O3PtS2SeSi ωB97M-V with the def2-TZVPD basis set
Pt -0.49821 -0.19110 -0.65089
N 3.99649 2.98220 -6.33919
C 3.59179 1.94230 -5.49809
C 2.24049 1.62020 -5.37849
C 1.84209 0.56620 -4.57949
C 2.79199 -0.17800 -3.90469
C 4.13499 0.12080 -4.02569
C 4.53919 1.17590 -4.82239
S 2.27079 -1.54420 -2.84939
O 1.31579 -2.32050 -3.58829
O 3.48329 -2.23240 -2.44779
N 1.56399 -0.80110 -1.60839
C 2.27239 -0.40070 -0.57979
S 4.02119 -0.56750 -0.47259
C 3.95169 0.31870 1.03151
C 2.67389 0.61550 1.34391
N 1.74249 0.23120 0.43541
H 3.27809 3.67430 -6.49079
H 4.87429 3.40390 -6.07229
H 1.50409 2.21530 -5.89909
H 0.80179 0.30200 -4.46949
H 4.84939 -0.48820 -3.49109
H 5.58889 1.42230 -4.91749
H 4.84889 0.52780 1.58051
H 2.35669 1.14380 2.22731
C -2.92091 5.63450 0.17711
Ge -2.77101 3.60550 -0.03579
C -3.94801 2.97170 1.46221
C -3.93491 3.31620 -1.64749
Ge -0.63991 2.18900 0.05641
C 0.51779 3.17590 -1.26249
C -0.00641 3.90960 -2.32149
C 0.81119 4.47650 -3.28319
C 2.18309 4.29170 -3.22389
C 2.72479 3.53900 -2.19609
C 1.89769 3.00410 -1.22829
C 0.07489 2.97490 1.77311
C 0.10119 2.21490 2.93441
C 0.52609 2.75020 4.13801
C 0.91869 4.07680 4.20241
C 0.91619 4.84680 3.04941
C 0.50149 4.29370 1.84961
H -3.97201 5.90920 0.12551
H -2.39631 6.17000 -0.60869
H -2.53091 5.96380 1.13531
H -4.95161 3.38610 1.39821
H -3.52801 3.26190 2.42141
H -4.01471 1.88780 1.43261
H -4.94251 3.68260 -1.46309
H -3.97681 2.25630 -1.88039
H -3.53621 3.83540 -2.51439
H -1.08001 4.04220 -2.37229
H 0.37969 5.05220 -4.09459
H 2.83119 4.73480 -3.97029
H 3.79029 3.35110 -2.15629
H 2.33509 2.44360 -0.41679
H -0.21231 1.18150 2.87951
H 0.55129 2.13680 5.02911
H 1.22149 4.51010 5.14961
H 1.23239 5.88460 3.09311
H 0.50019 4.88990 0.94571
O -0.29951 -2.09530 0.60241
Si -0.87471 -3.37340 1.26391
C -1.71171 -4.67010 0.13741
C -1.86111 -6.01610 0.45601
C -2.55631 -6.88230 -0.37119
C -3.12191 -6.41610 -1.54529
C -2.97761 -5.08180 -1.88489
C -2.27911 -4.22730 -1.05159
C 0.50359 -4.26160 2.23181
C 0.80929 -3.89620 3.53541
C 1.89859 -4.43330 4.19801
C 2.70829 -5.35890 3.56191
C 2.41769 -5.73660 2.26191
C 1.32929 -5.18690 1.60891
C -2.24691 -2.95290 2.53531
C -2.92541 -3.87420 3.32411
C -3.88951 -3.46520 4.22991
C -4.19311 -2.12130 4.36661
C -3.54311 -1.18970 3.57621
C -2.58591 -1.61220 2.67431
H -1.42341 -6.40270 1.36911
H -2.67171 -7.92610 -0.09749
H -3.66601 -7.09420 -2.19249
H -3.42301 -4.70690 -2.79589
H -2.16481 -3.18770 -1.32089
H 0.18239 -3.16980 4.03531
H 2.12859 -4.13210 5.21351
H 3.57319 -5.77200 4.06931
H 3.04939 -6.45710 1.75701
H 1.11439 -5.46930 0.58791
H -2.70421 -4.93080 3.23001
H -4.41281 -4.19470 4.83831
H -4.93651 -1.80340 5.08841
H -3.78831 -0.13980 3.66341
H -2.07991 -0.88390 2.05451
Se -2.06701 -0.26750 -2.32149
```

---

Relative energy (zero: lowest compared OMol25 entry of this formula, charge and spin): 0.000 1.534 (eV)
E: -4797.223058 -9776.232184 (Ha)